Entry 1:
Molecular formula: C2H5BO2
Method: DFT, the ωB97M-V functional and the def2-TZVPD basis

Geometry as XYZ:
```
10
Properties=species:S:1:pos:R:3:forces:R:3
B 0.735005 0.985184 -0.939715 -2.13 -4.61 1.10
O 0.764193 -0.484620 -1.090854 -0.58 2.99 0.40
C 0.020026 -1.051524 0.066317 0.22 0.22 -1.93
C -0.593828 0.221215 0.751446 3.99 -1.19 2.67
O -0.089047 1.334551 0.084424 0.25 0.83 -0.46
H 1.071320 1.780237 -1.631567 1.34 1.30 -1.54
H 0.895434 -1.719402 0.402291 -2.20 0.85 0.90
H -0.944207 -1.560264 -0.263148 1.83 -0.34 -0.05
H -1.620363 0.194146 0.807194 -2.39 0.07 -0.43
H -0.238534 0.300477 1.813612 -0.33 -0.13 -0.66
```
Forces are in eV/Å.

SMILES: B1OCCO1
Energy relative to the best compared isomer or geometry (same formula, charge and spin): 1.354 eV
E: -6927.0552 eV
Gap between HOMO and LUMO: 10.98 eV
HOMO energy: -10.18 eV

Entry 2:
Molecular formula: C2H5BO2
Method: DFT, the ωB97M-V functional and the def2-TZVPD basis

Geometry as XYZ:
```
10
Properties=species:S:1:pos:R:3:forces:R:3
C -1.883800 0.210363 -0.409074 0.27 1.11 2.04
C -0.771471 0.361774 0.321607 0.71 0.25 2.78
B 0.775564 -0.117262 0.043790 -0.65 -0.59 -0.69
O 1.620449 0.905444 -0.435116 -1.17 -1.35 1.12
O 1.195739 -1.479624 0.255550 -3.37 2.90 -0.02
H -2.905050 0.571480 -0.188829 0.86 -0.13 0.26
H -1.785901 -0.302695 -1.296083 0.06 -1.02 -2.06
H -0.800861 0.866471 1.454691 -0.23 -1.04 -3.07
H 2.469895 0.693736 -0.065538 1.16 0.15 -0.26
H 2.085434 -1.709691 0.319006 2.35 -0.27 -0.10
```
Forces are in eV/Å.

SMILES: C=CB(O)O
Energy relative to the best compared isomer or geometry (same formula, charge and spin): 0.902 eV
E: -6927.5064 eV
Gap between HOMO and LUMO: 10.26 eV
HOMO energy: -9.96 eV

Entry 3:
Molecular formula: C2H5Br
Method: DFT, the ωB97M-V functional and the def2-TZVPD basis

Geometry as XYZ:
```
8
Properties=species:S:1:pos:R:3:forces:R:3
C -0.632404 0.610130 0.010014 0.71 -1.66 -3.56
C 0.403502 -0.607638 -0.185264 -3.20 -0.64 5.45
Br 2.082658 -0.028022 0.484889 0.77 0.20 0.15
H -0.240648 1.432441 -0.631458 -0.02 -0.24 0.86
H -1.677683 0.450087 -0.441167 1.43 -0.29 1.33
H -0.494271 0.753509 1.036454 -0.80 1.00 1.44
H 0.569778 -0.939101 -1.142584 -0.02 -1.25 -1.98
H -0.010932 -1.671407 0.869118 1.13 2.89 -3.69
```
Forces are in eV/Å.

Energy relative to the best compared isomer or geometry (same formula, charge and spin): 1.791 eV
E: -72195.3314 eV
Gap between HOMO and LUMO: 10.62 eV
HOMO energy: -9.84 eV

Entry 4:
Molecular formula: C2H5Br
Method: DFT, the ωB97M-V functional and the def2-TZVPD basis

Geometry as XYZ:
```
8
Properties=species:S:1:pos:R:3:forces:R:3
C -0.538184 0.508316 0.828733 1.56 -1.98 1.13
C 0.811838 -0.972397 -0.851242 -1.53 1.95 -1.01
Br 1.775624 -2.311616 -0.039393 0.04 -0.52 0.14
H 0.468858 0.382599 1.278817 -1.15 0.35 -0.17
H -0.729265 1.284536 0.183016 0.05 1.69 -1.54
H -1.425867 0.213811 1.365571 0.14 -0.59 0.16
H 1.370459 -0.005015 -0.867639 -0.67 -1.12 -0.32
H 0.055579 -1.206421 -1.690335 1.55 0.23 1.63
```
Forces are in eV/Å.

Energy relative to the best compared isomer or geometry (same formula, charge and spin): 3.634 eV
E: -72193.4880 eV
Gap between HOMO and LUMO (spin up / spin down): 8.91 / 8.62 eV
HOMO energy (spin up / spin down): -8.76 / -8.35 eV

Entry 5:
Molecular formula: C2H5Br3NO
Method: DFT, the ωB97M-V functional and the def2-TZVPD basis

Geometry as XYZ:
```
12
Properties=species:S:1:pos:R:3:forces:R:3
C -0.302475 -0.949553 -0.247251 -1.64 -0.03 2.34
C -0.437364 -0.068214 0.964668 -0.23 0.09 0.66
N 0.995511 -1.478391 -0.509073 0.61 -3.77 1.14
O -0.299725 2.203133 -0.323032 -0.93 1.39 -0.63
Br -2.077012 0.515030 1.611715 0.52 -0.58 -0.69
Br 0.962117 0.439104 1.991889 0.00 -0.51 -0.31
Br 1.470494 2.457497 -0.620362 0.27 0.34 -0.32
H -0.389513 -0.234244 -1.010937 -0.95 1.42 -1.44
H -1.299616 -1.545847 -0.234903 1.71 0.32 -0.18
H 0.787363 -2.208106 -1.223199 0.64 0.93 -0.04
H 1.358318 -2.163356 0.253528 -0.87 1.79 -1.09
H -0.768097 3.032946 -0.653044 0.87 -1.40 0.56
```
Forces are in eV/Å.

Energy relative to the best compared isomer or geometry (same formula, charge and spin): 3.882 eV
E: -215809.1222 eV
Gap between HOMO and LUMO: 7.40 eV
Net charge: +1
HOMO energy: -13.91 eV

Entry 6:
Molecular formula: C2H5Br3Si
Method: DFT, the ωB97M-V functional and the def2-TZVPD basis

Geometry as XYZ:
```
11
Properties=species:S:1:pos:R:3:forces:R:3
C 0.120699 0.795793 0.745532 0.00 -0.34 -0.28
C 3.505974 -0.037050 -0.077700 0.73 0.06 0.07
Si -0.162053 -0.440579 -0.606756 0.08 0.68 0.55
Br 4.290252 -0.146032 -1.800141 -0.37 0.00 0.32
Br 3.793211 1.608478 0.811778 -0.20 -0.25 -0.18
Br 3.741665 -1.568474 1.002191 -0.22 0.21 -0.19
H -0.229212 1.812162 0.677194 -0.08 0.22 -0.05
H 0.645019 0.569075 1.656975 0.13 -0.09 0.22
H 0.433324 -1.720993 -0.235242 0.11 -0.31 0.00
H 0.435717 0.076585 -1.842844 0.08 -0.04 -0.30
H -1.609273 -0.576524 -0.799617 -0.26 -0.15 -0.15
```
Forces are in eV/Å.

Energy relative to the best compared isomer or geometry (same formula, charge and spin): 7.231 eV
E: -220155.8388 eV
Gap between HOMO and LUMO (spin up / spin down): 7.42 / 8.45 eV
HOMO energy (spin up / spin down): -8.85 / -8.86 eV